C61H172O25 | wB97M-V/def2-TZVPD

Last column: Mulliken charge in e.
CARTESIAN COORDINATES (ANGSTROEM)
C (8.7479, -18.9750, 14.1616)  -0.31
C (9.7427, -18.0580, 14.9348)  0.42
O (9.9308, -18.6406, 16.2159)  -0.59
H (9.1133, -19.9820, 13.9605)  0.75
H (8.5090, -18.5017, 13.2092)  -0.51
H (7.8236, -19.1106, 14.7232)  -0.13
H (9.3081, -17.0791, 15.1376)  -0.40
H (10.7084, -17.8278, 14.4847)  0.46
H (10.5172, -19.3783, 16.0330)  0.33
C (1.1813, -13.7052, 12.1342)  -0.86
C (2.5350, -12.9885, 12.2580)  0.84
O (2.6650, -12.1257, 11.1794)  -0.64
H (1.2055, -14.6495, 12.6780)  -0.02
H (1.1092, -14.0190, 11.0928)  0.44
H (0.3484, -13.0554, 12.4026)  0.03
H (3.3777, -13.6783, 12.2122)  0.51
H (2.5630, -12.4998, 13.2320)  -0.73
H (3.3651, -11.4934, 11.3577)  0.24
C (7.7050, -21.0660, 9.9388)  0.16
C (8.9100, -20.9573, 9.0145)  -0.65
O (8.6548, -20.7494, 7.6580)  -0.55
H (7.0935, -20.1867, 9.7365)  -0.36
H (8.0315, -20.9368, 10.9707)  -0.10
H (7.0988, -21.9575, 9.7780)  0.59
H (9.5648, -21.8144, 9.1716)  0.51
H (9.5664, -20.1379, 9.3072)  0.07
H (8.4536, -21.5559, 7.1776)  0.32
C (6.0623, -22.7859, 13.0796)  -1.31
C (5.0772, -21.8804, 12.2694)  0.00
O (5.6291, -20.5752, 12.3007)  -0.16
H (6.1261, -22.5404, 14.1397)  0.21
H (7.0842, -22.7822, 12.7002)  0.27
H (5.7068, -23.8096, 12.9626)  0.45
H (4.1258, -21.8220, 12.7981)  -0.05
H (4.8510, -22.2035, 11.2533)  0.43
H (5.1374, -19.9916, 11.7182)  -0.07
C (8.8085, -12.4812, 15.4137)  0.39
C (9.0556, -11.0387, 15.9988)  -0.71
O (8.6100, -10.1263, 15.0693)  -0.54
H (8.9924, -13.2692, 16.1440)  0.20
H (9.4873, -12.6720, 14.5825)  0.05
H (7.7646, -12.6168, 15.1310)  -0.32
H (10.1067, -10.8897, 16.2460)  0.44
H (8.4958, -10.9280, 16.9275)  0.31
H (8.3694, -9.3417, 15.5673)  0.28
C (7.1983, -16.5119, 17.8463)  1.30
C (7.8782, -17.3938, 18.8286)  -0.62
O (9.2531, -17.3506, 18.5850)  -0.63
H (7.5522, -15.4987, 18.0368)  -0.25
H (6.1146, -16.4673, 17.9544)  -0.38
H (7.4641, -16.8837, 16.8567)  -0.33
H (7.6407, -18.4483, 18.6881)  0.28
H (7.6641, -17.1489, 19.8689)  0.17
H (9.4224, -17.5973, 17.6729)  0.18
C (2.0804, -23.8226, 14.3720)  -1.53
C (1.5410, -22.4918, 14.9352)  0.69
O (1.6259, -22.5093, 16.3720)  -0.53
H (1.4062, -24.6129, 14.7025)  0.42
H (3.0826, -24.0355, 14.7438)  0.29
H (2.1387, -23.9191, 13.2879)  0.37
H (0.4895, -22.2954, 14.7260)  0.36
H (2.1353, -21.7044, 14.4717)  -0.33
H (1.1978, -21.7040, 16.6719)  0.41
C (8.7985, -11.4502, 11.2386)  -1.65
C (7.7227, -12.2103, 12.0449)  0.75
O (7.1142, -11.2910, 12.9235)  -0.24
H (8.4969, -10.5897, 10.6414)  0.24
H (9.1154, -12.1970, 10.5106)  0.31
H (9.6521, -11.2068, 11.8713)  0.43
H (8.1064, -13.0891, 12.5631)  0.19
H (6.9040, -12.6071, 11.4446)  -0.13
H (7.7070, -10.9256, 13.5842)  -0.17
C (1.5974, -14.5915, 18.0925)  -1.55
C (2.8149, -14.8613, 17.2844)  1.48
O (2.6602, -16.1739, 16.7562)  1.27
H (0.7246, -14.9331, 17.5360)  0.13
H (1.4920, -13.5311, 18.3218)  0.31
H (1.6194, -15.0680, 19.0725)  0.28
H (3.6997, -14.8535, 17.9209)  -0.73
H (2.9350, -14.1288, 16.4862)  -0.32
H (3.5047, -16.4831, 16.4203)  -0.98
C (2.0801, -17.9835, 10.8166)  -0.93
C (2.6389, -19.4043, 10.6929)  -0.04
O (4.0062, -19.2466, 10.5173)  -0.35
H (1.0306, -17.9938, 11.1105)  0.38
H (2.0537, -17.4088, 9.8908)  0.41
H (2.6123, -17.3970, 11.5656)  -0.01
H (2.2959, -19.9283, 9.8007)  0.28
H (2.4593, -19.9830, 11.5989)  0.13
H (4.1348, -18.8227, 9.6656)  0.01
C (4.5389, -10.9034, 15.3015)  -0.24
C (4.0937, -11.3722, 16.7140)  0.00
O (2.6829, -11.5232, 16.8298)  -0.37
H (4.2970, -9.8591, 15.1040)  0.52
H (4.2724, -11.6206, 14.5253)  -0.34
H (5.6245, -10.9601, 15.2218)  -0.08
H (4.3572, -10.6217, 17.4592)  0.75
H (4.5878, -12.2988, 17.0062)  -0.33
H (2.4489, -11.2785, 17.7282)  0.22
C (-1.1717, -14.1159, 15.5515)  -0.19
C (-1.9943, -13.2019, 14.6772)  -0.44
O (-1.8759, -11.8507, 15.1208)  -0.59
H (-0.1277, -13.8321, 15.4188)  0.03
H (-1.2738, -15.1692, 15.2903)  0.03
H (-1.4836, -14.0673, 16.5948)  0.37
H (-3.0664, -13.3900, 14.7365)  0.37
H (-1.6981, -13.1704, 13.6287)  0.14
H (-0.9724, -11.5560, 14.9848)  0.32
C (11.3431, -15.1664, 16.4359)  -0.08
C (12.4217, -14.1559, 16.6256)  -0.93
O (11.8922, -12.8595, 16.7040)  -0.47
H (10.5981, -14.8832, 15.6923)  -0.37
H (10.7945, -15.2289, 17.3758)  0.54
H (11.7492, -16.1565, 16.2290)  0.32
H (13.1713, -14.2690, 15.8423)  0.36
H (13.0310, -14.3347, 17.5116)  0.35
H (11.4955, -12.7948, 17.5758)  0.33
C (4.3940, -19.5148, 16.9074)  0.58
C (5.0065, -20.1989, 15.6736)  -0.12
O (5.0135, -19.2979, 14.6196)  0.30
H (4.6046, -20.1438, 17.7724)  0.69
H (3.3116, -19.4532, 16.7950)  -0.80
H (4.7466, -18.5066, 17.1251)  -0.84
H (4.3906, -21.0393, 15.3536)  0.14
H (5.9960, -20.6079, 15.8779)  0.42
H (5.2904, -19.8316, 13.8712)  -0.47
C (5.0998, -16.1682, 13.0362)  -0.15
C (5.8140, -16.1096, 14.4028)  1.79
C (5.7935, -14.6672, 14.8363)  0.28
O (4.9944, -16.8012, 15.3154)  1.74
H (5.6763, -15.4928, 12.4040)  0.45
H (4.0957, -15.7866, 12.8512)  -0.56
H (5.1847, -17.1596, 12.5912)  -0.25
H (6.8536, -16.4358, 14.3739)  -1.04
H (6.3071, -14.4293, 15.7679)  0.02
H (4.7722, -14.3192, 14.9915)  -0.64
H (6.2196, -14.0724, 14.0284)  -0.26
H (4.9508, -17.7308, 15.0796)  -0.76
C (1.4690, -18.5348, 14.5020)  0.88
C (0.3090, -17.6416, 14.9521)  1.06
C (-0.9750, -18.3900, 14.5333)  -1.85
O (0.4381, -17.5427, 16.3572)  -0.59
H (1.4423, -18.7231, 13.4287)  0.09
H (1.4559, -19.4701, 15.0616)  -0.56
H (2.3790, -18.0157, 14.8029)  -0.86
H (0.3422, -16.6867, 14.4276)  0.26
H (-1.8923, -17.9269, 14.8969)  0.41
H (-1.0037, -19.4078, 14.9223)  0.37
H (-1.0696, -18.3827, 13.4474)  0.39
H (1.2114, -16.9975, 16.5198)  0.40
C (8.4387, -15.2781, 9.6314)  -0.77
C (8.8962, -16.3696, 10.5248)  0.60
C (7.9254, -17.5706, 10.5820)  -0.16
O (10.1332, -16.7846, 10.0755)  -0.60
H (9.1469, -14.4619, 9.4888)  0.37
H (7.5202, -14.9262, 10.1012)  -0.23
H (8.1740, -15.6182, 8.6302)  0.35
H (8.9619, -15.8842, 11.4985)  0.04
H (7.0446, -17.3323, 11.1784)  -0.20
H (8.4407, -18.4303, 11.0104)  0.11
H (7.5253, -17.7628, 9.5865)  0.10
H (9.9456, -17.1931, 9.2273)  0.33
C (4.1086, -17.1802, 20.2873)  -0.14
C (4.9277, -18.3031, 20.9990)  0.60
C (5.4252, -17.8395, 22.3474)  -1.49
O (4.1682, -19.5170, 21.0899)  -0.47
H (3.2015, -17.0050, 20.8658)  0.58
H (3.8954, -17.4288, 19.2476)  -0.27
H (4.6901, -16.2588, 20.2594)  -0.25
H (5.7771, -18.5185, 20.3507)  0.09
H (6.2977, -17.1991, 22.2174)  0.25
H (5.5945, -18.7188, 22.9689)  0.41
H (4.6386, -17.2680, 22.8400)  0.33
H (4.8326, -20.1986, 21.2148)  0.37
C (0.2035, -10.0494, 12.5444)  -1.60
C (0.9686, -9.9790, 13.9082)  1.55
C (0.2418, -9.0022, 14.8561)  -1.75
O (0.8475, -11.2043, 14.5698)  -0.01
H (0.5863, -10.8427, 11.9024)  0.27
H (0.2748, -9.1059, 12.0033)  0.49
H (-0.8685, -10.1711, 12.6999)  0.40
H (1.9930, -9.6752, 13.6930)  -0.37
H (0.6387, -9.0265, 15.8710)  0.36
H (-0.8347, -9.1662, 14.9060)  0.35
H (0.2490, -7.9705, 14.5045)  0.44
H (1.4472, -11.1569, 15.3179)  -0.23
C (12.0089, -15.2217, 12.7287)  -0.52
C (12.7497, -16.2695, 11.9334)  0.44
C (14.0417, -16.7481, 12.6587)  -1.55
O (11.9608, -17.4215, 11.8686)  -0.63
H (12.6445, -14.4657, 13.1898)  0.50
H (11.3186, -15.6507, 13.4550)  -0.16
H (11.3487, -14.6950, 12.0396)  0.13
H (12.8325, -15.9206, 10.9041)  0.43
H (13.8064, -17.0482, 13.6798)  0.28
H (14.8054, -15.9761, 12.7528)  0.40
H (14.5379, -17.6095, 12.2117)  0.35
H (11.2418, -17.3246, 11.2400)  0.36
C (0.5566, -19.0396, 19.6028)  -1.27
C (1.2474, -20.1164, 18.7958)  2.63
C (1.3430, -21.4411, 19.4815)  -1.71
O (0.5627, -20.1799, 17.5651)  -0.76
H (-0.4879, -19.2573, 19.8258)  0.36
H (0.6672, -18.0815, 19.0949)  0.23
H (1.0429, -18.8897, 20.5667)  0.32
H (2.2244, -19.7068, 18.5391)  -1.31
H (1.8889, -22.1544, 18.8641)  0.46
H (0.3679, -21.9200, 19.5708)  0.36
H (1.8451, -21.3624, 20.4458)  0.35
H (0.6733, -19.3204, 17.1522)  0.24
C (6.0292, -17.9302, 7.0591)  -1.19
C (4.8953, -17.1153, 7.7546)  1.22
C (4.2771, -16.0998, 6.8502)  -1.56
O (3.9177, -18.0784, 7.9722)  -0.53
H (6.5300, -18.6337, 7.7242)  0.09
H (6.8388, -17.3110, 6.6726)  0.37
H (5.6590, -18.5290, 6.2270)  0.35
H (5.1935, -16.6925, 8.7140)  -0.07
H (4.8612, -15.1821, 6.7811)  0.25
H (3.2961, -15.7314, 7.1502)  0.40
H (4.1198, -16.5203, 5.8570)  0.41
H (3.5741, -18.3021, 7.1042)  0.32
C (6.3174, -10.6351, 7.2782)  -1.57
C (6.6488, -11.9116, 7.9866)  2.03
C (5.4598, -12.8269, 8.1411)  -0.49
O (7.6012, -12.5601, 7.2340)  -0.61
H (7.1786, -9.9839, 7.4280)  0.43
H (5.5095, -10.1244, 7.8022)  0.25
H (6.0907, -10.6391, 6.2121)  0.36
H (7.0712, -11.7466, 8.9778)  -0.90
H (4.8590, -12.3368, 8.9072)  0.06
H (5.7539, -13.8008, 8.5323)  -0.35
H (4.8614, -12.9628, 7.2403)  0.47
H (8.4656, -12.1900, 7.4275)  0.38
C (3.4041, -8.7032, 10.7623)  -1.35
C (4.8327, -9.0790, 11.1615)  0.77
C (5.2739, -8.2538, 12.3717)  -1.31
O (4.7454, -10.4166, 11.5701)  0.94
H (2.6875, -8.9914, 11.5314)  0.00
H (3.1665, -9.1635, 9.8032)  0.36
H (3.2161, -7.6554, 10.5281)  0.49
H (5.5958, -9.0020, 10.3870)  0.21
H (6.3381, -8.3474, 12.5882)  0.34
H (4.6027, -8.5118, 13.1908)  0.08
H (5.0444, -7.2310, 12.0729)  0.47
H (5.5759, -10.5861, 12.0209)  -0.65
C (7.5946, -14.1259, 21.4939)  -1.17
C (7.0778, -12.8278, 20.8744)  0.25
C (6.2341, -13.0909, 19.6052)  -0.39
O (6.2832, -12.1294, 21.8060)  -0.59
H (8.1723, -14.7807, 20.8415)  0.18
H (6.6737, -14.6728, 21.6964)  0.28
H (8.1508, -14.0013, 22.4230)  0.43
H (7.9704, -12.2599, 20.6121)  0.23
H (6.8578, -13.5946, 18.8668)  -0.01
H (5.8715, -12.1650, 19.1588)  0.24
H (5.3978, -13.7871, 19.6682)  0.17
H (6.8243, -11.8704, 22.5555)  0.33

Atoms 1-3, force components in eV/Å:
C 0.6 1.0 -0.2
C -1.2 -0.4 0.0
O 0.6 -0.1 0.1



C38H35MgN2P2 | wB97M-V/def2-TZVPD

Last column: Mulliken charge in e.
CARTESIAN COORDINATES (ANGSTROEM)
Mg (0.8377, 0.8956, 0.5093)  0.43
C (3.6951, 0.3535, -1.0194)  -1.64
N (2.7632, 1.0912, -0.1610)  0.64
C (3.1925, 2.1816, 0.4017)  0.44
C (2.3538, 3.0151, 1.1889)  -0.23
C (2.6293, 4.2288, 1.8206)  -1.10
C (1.4245, 4.6652, 2.3731)  -0.91
C (0.4721, 3.6978, 2.0514)  -0.52
N (1.0145, 2.6931, 1.3424)  0.59
C (3.6780, 0.8896, -2.4291)  0.81
C (4.6615, 1.7737, -2.8560)  -0.55
C (4.6198, 2.3126, -4.1345)  -0.61
C (3.5902, 1.9719, -4.9984)  -0.47
C (2.6072, 1.0836, -4.5833)  -0.84
C (2.6554, 0.5456, -3.3070)  0.07
H (3.4068, -0.7001, -1.0108)  0.34
H (4.7060, 0.4186, -0.6083)  0.65
H (4.2334, 2.4844, 0.2770)  0.38
H (3.5860, 4.7262, 1.8546)  0.53
H (1.2510, 5.5705, 2.9305)  0.47
H (-0.5771, 3.6965, 2.3118)  0.46
H (5.4745, 2.0374, -2.1888)  0.37
H (5.3953, 2.9946, -4.4570)  0.40
H (3.5575, 2.3902, -5.9954)  0.39
H (1.8086, 0.8046, -5.2582)  0.43
H (1.8945, -0.1653, -2.9976)  0.25
C (0.1231, -2.1715, -1.1827)  -0.53
C (-1.3032, -1.5938, -1.1271)  -0.96
P (-1.4641, 0.0987, -0.4127)  1.15
C (-2.3379, 1.1261, -1.6259)  0.92
C (-2.2431, 2.5067, -1.4386)  -0.32
C (-2.9110, 3.3757, -2.2850)  -0.72
C (-3.6721, 2.8726, -3.3315)  -0.51
C (-3.7652, 1.5031, -3.5262)  -0.81
C (-3.1024, 0.6289, -2.6761)  -0.50
C (-2.6054, 0.0133, 1.0010)  0.00
C (-2.4413, 0.9577, 2.0144)  0.08
C (-3.2989, 0.9782, 3.1031)  -0.56
C (-4.3256, 0.0482, 3.1882)  -0.59
C (-4.4968, -0.8930, 2.1828)  -0.77
C (-3.6432, -0.9104, 1.0895)  -0.45
P (0.9866, -3.1259, 0.1559)  -0.30
C (1.3972, -1.8945, 1.4598)  0.58
C (0.5047, -0.9871, 2.0582)  -0.44
C (0.9567, -0.0143, 2.9459)  -0.99
C (2.3122, 0.0626, 3.2616)  -0.52
C (3.1917, -0.8557, 2.7184)  -0.76
C (2.7395, -1.8203, 1.8222)  -0.56
C (-0.3891, -4.1346, 0.8202)  0.41
C (-1.1428, -3.8668, 1.9626)  0.13
C (-2.1947, -4.6975, 2.3245)  -0.88
C (-2.5143, -5.8003, 1.5464)  -0.48
C (-1.7651, -6.0841, 0.4141)  -0.68
C (-0.7039, -5.2642, 0.0621)  -0.35
H (0.8380, -1.4131, -1.5327)  -0.59
H (0.1251, -2.9221, -1.9808)  0.82
H (-1.9868, -2.2901, -0.6401)  0.51
H (-1.6293, -1.5072, -2.1633)  0.40
H (-1.6331, 2.9072, -0.6345)  0.24
H (-2.8292, 4.4438, -2.1349)  0.44
H (-4.1896, 3.5495, -3.9979)  0.40
H (-4.3590, 1.1092, -4.3401)  0.42
H (-3.2075, -0.4352, -2.8396)  0.35
H (-1.6363, 1.6849, 1.9525)  -0.03
H (-3.1659, 1.7162, 3.8832)  0.47
H (-4.9952, 0.0589, 4.0377)  0.41
H (-5.3007, -1.6143, 2.2460)  0.47
H (-3.8009, -1.6460, 0.3113)  0.43
H (-0.5590, -1.0935, 1.8863)  0.93
H (0.2528, 0.6722, 3.4003)  0.37
H (2.6677, 0.8271, 3.9392)  0.46
H (4.2405, -0.8196, 2.9831)  0.44
H (3.4436, -2.5162, 1.3817)  0.47
H (-0.9042, -3.0318, 2.6028)  0.52
H (-2.7608, -4.4836, 3.2219)  0.46
H (-3.3331, -6.4476, 1.8312)  0.40
H (-1.9954, -6.9541, -0.1864)  0.41
H (-0.1049, -5.5090, -0.8083)  0.41

Atoms 1-3, force components in eV/Å:
Mg -0.2 -0.1 -0.2
C 0.0 0.0 0.0
N 0.0 0.1 0.2

Output
net charge: +1



C19H24N2 | wB97M-V/def2-TZVPD

Last column: Mulliken charge in e.
CARTESIAN COORDINATES (ANGSTROEM)
C (-5.4844, 2.2489, -0.1558)  -1.01
C (-4.6076, 1.6756, -1.0340)  0.21
N (-3.2246, 1.3765, -0.8884)  0.27
C (-2.5178, 1.2866, 0.3667)  -0.80
C (-1.2411, 0.9462, 0.0622)  0.52
C (-1.1525, 0.9148, -1.4036)  0.62
C (0.0140, 0.4928, -2.1000)  0.69
C (-0.0627, 0.3986, -3.4663)  -0.65
C (-1.2322, 0.6069, -4.1132)  -0.83
C (-2.3911, 1.0915, -3.3926)  -0.57
C (-2.3566, 1.0333, -1.9863)  0.00
C (1.2982, 0.2414, -1.3422)  -2.27
C (1.0881, -0.1344, 0.1749)  1.13
C (0.7109, -1.6457, 0.1531)  -1.30
C (0.7107, -2.3572, 1.5462)  -0.98
C (1.6569, -1.6776, 2.5022)  0.85
C (2.1917, -2.7119, 3.5974)  -1.53
C (2.8209, -0.9017, 1.8805)  -1.22
N (2.3863, 0.0611, 0.9000)  0.35
C (3.3158, 1.0922, 0.3704)  -1.06
C (-0.0029, 0.7254, 0.8628)  -1.28
H (-6.4252, 2.3964, -0.6446)  0.25
H (-5.1815, 2.5419, 0.8514)  0.27
H (-5.0304, 1.3597, -1.9208)  0.27
H (-2.9534, 1.6956, 1.2767)  0.30
H (0.7641, 0.1868, -4.0731)  0.51
H (-1.3051, 0.7111, -5.1341)  0.44
H (-3.4126, 1.3051, -3.8221)  0.22
H (1.8541, -0.4835, -1.8709)  0.61
H (1.9030, 1.1066, -1.4798)  0.61
H (1.2526, -2.1908, -0.6280)  0.58
H (-0.3408, -1.7152, -0.1029)  0.34
H (-0.2781, -2.3395, 1.8798)  0.41
H (1.0379, -3.3967, 1.2194)  0.30
H (1.0755, -0.9156, 2.9631)  0.18
H (3.0849, -3.2888, 3.2849)  0.36
H (2.6399, -2.1331, 4.4151)  0.41
H (1.4726, -3.4765, 4.0527)  0.33
H (3.4003, -1.5928, 1.3013)  0.39
H (3.4842, -0.4989, 2.6134)  0.57
H (2.8535, 2.0614, 0.3156)  0.30
H (3.7484, 0.6715, -0.6884)  0.27
H (4.2920, 1.1233, 0.9448)  0.35
H (-0.2712, 0.3900, 1.8743)  0.25
H (0.4153, 1.7186, 0.8381)  0.36

Atoms 1-3, force components in eV/Å:
C 2.4 -1.0 -1.3
C 0.7 0.9 2.9
N -1.5 0.0 -0.4

Output
SMILES string: C=Cn1cc2c3c(cccc31)C[C@]1(CC[C@@H](C)CN1C)C2



| no. | energy (hartree) |
| --- | --- |
| 1 | -4308.1338 |
| 2 | -2461.2438 |
| 3 | -847.7936 |